Record 1
{"formula": "C6H12O2", "method": "ωB97M-V with the def2-TZVPD basis set", "e_tot_ev": -10509.3014, "e_above_lowest_kj_mol": 92.2, "charge": -1, "lumo_ev": [3.5, 3.5], "largest_force_ev_per_a": 1.4, "spin_multiplicity": 2, "elements": ["O", "C", "C", "C", "C", "C", "C", "H", "H", "H", "H", "H", "H", "H", "H", "H", "H", "H", "H", "O"], "xyz": [[1.625, 2.462, -2.255], [0.714, 2.388, -1.471], [0.060, 1.125, -1.022], [-0.163, 1.044, 0.506], [0.809, 0.015, 1.117], [1.008, -2.497, 1.119], [0.304, -1.389, 0.933], [0.276, 3.289, -0.992], [-0.902, 0.986, -1.553], [0.596, 0.273, -1.449], [-1.191, 0.699, 0.627], [0.099, 1.992, 0.968], [1.724, 0.128, 0.523], [1.040, 0.264, 2.148], [2.083, -2.514, 1.244], [0.557, -3.484, 1.195], [-0.730, -1.447, 0.614], [-3.004, -0.421, -0.807], [-2.620, -1.835, -0.462], [-2.285, -1.076, -0.983]], "lowdin_charge": [0.022, -0.307, -0.227, -0.247, -0.217, -0.034, -0.235, 0.115, 0.080, 0.111, 0.048, 0.093, 0.109, 0.099, 0.039, 0.032, 0.043, -0.057, -0.059, -0.408]}



Record 2
{"formula": "C54H61N7O26S", "method": "ωB97M-V with the def2-TZVPD basis set", "e_tot_ev": -131466.7513, "lumo_ev": -0.8, "largest_force_ev_per_a": 2.6, "elements": ["C", "O", "C", "O", "O", "C", "H", "H", "H", "H", "H", "H", "C", "O", "C", "O", "O", "C", "H", "H", "H", "H", "H", "H", "C", "O", "C", "O", "O", "C", "H", "H", "H", "H", "H", "H", "C", "C", "C", "C", "C", "C", "N", "O", "O", "H", "H", "H", "H", "H", "C", "C", "C", "C", "C", "C", "N", "O", "O", "H", "H", "H", "H", "H", "C", "C", "C", "C", "C", "C", "N", "O", "O", "H", "H", "H", "H", "H", "C", "C", "C", "C", "C", "C", "N", "O", "O", "H", "H", "H", "H", "H", "C", "C", "C", "C", "C", "C", "N", "O", "O", "H", "H", "H", "H", "H", "C", "C", "C", "C", "C", "C", "N", "O", "O", "H", "H", "H", "H", "H", "C", "C", "C", "C", "C", "C", "N", "O", "O", "H", "H", "H", "H", "H", "O", "S", "O", "O", "C", "C", "C", "H", "H", "H", "H", "H", "H", "H", "H"], "xyz": [[7.134, 2.349, 1.030], [6.025, 1.460, 1.022], [6.194, 0.164, 1.009], [7.168, -0.440, 0.636], [5.068, -0.385, 1.505], [4.949, -1.800, 1.431], [7.951, 2.027, 1.673], [6.744, 3.311, 1.348], [7.562, 2.453, 0.032], [4.201, -2.074, 0.683], [4.608, -2.219, 2.375], [5.904, -2.219, 1.120], [1.171, -0.138, 2.126], [0.002, -0.581, 1.464], [-0.135, -0.499, 0.160], [0.580, 0.061, -0.623], [-1.279, -1.134, -0.159], [-1.812, -0.990, -1.465], [0.784, 0.287, 3.049], [1.677, 0.653, 1.572], [1.922, -0.899, 2.326], [-2.148, 0.045, -1.541], [-2.569, -1.745, -1.659], [-1.001, -1.138, -2.184], [3.454, 2.836, 6.067], [3.340, 1.888, 5.003], [3.133, 0.611, 5.193], [3.075, -0.169, 4.276], [3.006, 0.283, 6.484], [2.673, -1.023, 6.912], [4.047, 3.686, 5.735], [4.087, 2.439, 6.862], [2.448, 3.115, 6.363], [3.294, -1.730, 6.355], [1.624, -1.291, 6.814], [2.971, -1.225, 7.939], [0.086, 4.921, -1.352], [-0.610, 3.797, -0.913], [-1.647, 3.273, -1.654], [-1.890, 3.784, -2.922], [-1.211, 4.903, -3.368], [-0.222, 5.464, -2.600], [-2.834, 3.086, -3.798], [-2.904, 3.441, -4.950], [-3.537, 2.245, -3.299], [0.831, 5.376, -0.711], [-0.309, 3.418, 0.057], [-2.193, 2.407, -1.300], [-1.339, 5.296, -4.369], [0.242, 6.376, -2.950], [0.478, -4.452, 5.253], [-0.832, -4.806, 5.511], [-1.906, -4.015, 5.124], [-1.657, -2.721, 4.684], [-0.352, -2.294, 4.493], [0.685, -3.177, 4.718], [-2.805, -1.828, 4.454], [-3.901, -2.193, 4.804], [-2.559, -0.755, 3.938], [1.319, -5.094, 5.470], [-1.219, -5.788, 5.770], [-2.896, -4.365, 5.375], [-0.205, -1.284, 4.141], [1.685, -2.865, 4.439], [-4.556, 0.688, -0.153], [-5.127, 1.872, -0.625], [-4.789, 2.993, 0.137], [-4.101, 2.964, 1.324], [-3.555, 1.768, 1.774], [-3.705, 0.641, 0.969], [-3.948, 4.208, 2.085], [-4.267, 5.266, 1.569], [-3.503, 4.111, 3.219], [-4.534, -0.240, -0.714], [-5.760, 2.042, -1.479], [-5.040, 3.943, -0.324], [-3.147, 1.728, 2.776], [-3.235, -0.288, 1.252], [-1.592, -6.257, 1.976], [-2.666, -6.814, 1.290], [-3.510, -5.996, 0.544], [-3.275, -4.637, 0.650], [-2.200, -4.088, 1.311], [-1.320, -4.895, 1.986], [-4.216, -3.720, 0.004], [-4.645, -2.822, 0.715], [-4.498, -3.846, -1.167], [-1.008, -6.886, 2.640], [-2.873, -7.870, 1.399], [-4.324, -6.513, 0.055], [-2.067, -3.043, 1.041], [-0.490, -4.468, 2.533], [-5.010, 0.962, -8.317], [-6.113, 0.153, -8.049], [-6.123, -0.511, -6.814], [-5.040, -0.415, -5.941], [-4.053, 0.498, -6.196], [-3.951, 1.124, -7.426], [-5.044, -1.212, -4.692], [-4.005, -1.365, -4.096], [-6.101, -1.763, -4.435], [-4.909, 1.524, -9.239], [-6.926, 0.021, -8.744], [-6.791, -1.347, -6.647], [-3.249, 0.501, -5.465], [-3.087, 1.684, -7.746], [0.726, -3.779, -1.242], [1.136, -4.915, -0.553], [2.265, -5.577, -1.049], [2.912, -5.168, -2.180], [2.470, -4.065, -2.888], [1.457, -3.296, -2.336], [4.064, -5.974, -2.672], [4.652, -5.522, -3.640], [4.306, -7.030, -2.130], [-0.125, -3.191, -0.920], [0.754, -5.306, 0.376], [2.535, -6.449, -0.468], [2.978, -3.595, -3.719], [1.075, -2.362, -2.727], [3.888, 3.672, -4.631], [3.724, 2.775, -5.692], [2.819, 1.729, -5.659], [1.818, 1.828, -4.688], [1.837, 2.853, -3.757], [2.950, 3.662, -3.595], [0.739, 0.843, -4.712], [0.395, 0.349, -3.657], [0.348, 0.481, -5.800], [4.744, 4.330, -4.580], [4.431, 2.779, -6.513], [2.841, 0.822, -6.245], [1.184, 2.636, -2.913], [3.119, 4.160, -2.651], [3.264, 5.123, 0.764], [2.991, 3.899, 1.461], [3.838, 3.595, 2.597], [1.429, 3.860, 1.939], [1.114, 4.481, 3.175], [-0.113, 3.853, 3.833], [3.000, 2.497, 0.278], [0.925, 5.555, 3.053], [1.916, 4.577, 3.913], [0.183, 2.950, 4.368], [-0.938, 3.639, 3.157], [-0.503, 4.572, 4.555], [2.024, 2.385, -0.190], [3.340, 1.641, 0.852], [3.690, 2.872, -0.474]], "lowdin_charge": [-0.021, -0.008, -0.609, 0.129, -0.011, -0.037, 0.101, 0.093, 0.097, 0.092, 0.087, 0.090, -0.026, 0.013, -0.606, 0.134, -0.071, -0.031, 0.088, 0.071, 0.086, 0.087, 0.090, 0.074, -0.020, 0.010, -0.598, 0.112, -0.011, -0.039, 0.097, 0.097, 0.099, 0.094, 0.088, 0.095, -0.055, -0.061, 0.009, -0.135, -0.013, -0.070, -0.345, 0.088, 0.076, 0.103, 0.097, 0.103, 0.123, 0.113, -0.059, -0.079, -0.014, -0.140, -0.005, -0.081, -0.340, 0.103, 0.077, 0.109, 0.112, 0.124, 0.098, 0.105, -0.054, -0.044, -0.032, -0.162, 0.008, -0.054, -0.341, 0.076, 0.056, 0.099, 0.109, 0.121, 0.110, 0.089, -0.077, -0.058, 0.013, -0.152, -0.007, -0.084, -0.354, 0.082, 0.100, 0.108, 0.108, 0.125, 0.114, 0.099, -0.080, -0.055, -0.005, -0.144, -0.022, -0.055, -0.341, 0.083, 0.074, 0.103, 0.103, 0.114, 0.109, 0.110, -0.047, -0.041, -0.017, -0.147, 0.004, -0.042, -0.349, 0.074, 0.080, 0.087, 0.085, 0.119, 0.121, 0.097, -0.058, -0.068, 0.004, -0.148, -0.014, -0.060, -0.349, 0.079, 0.093, 0.106, 0.108, 0.123, 0.109, 0.103, -0.293, 0.625, -0.289, -0.263, -0.284, -0.048, -0.073, 0.123, 0.106, 0.069, 0.058, 0.086, 0.048, 0.047, 0.062]}



Record 3
{"formula": "C26H32N4O4S", "method": "ωB97M-V with the def2-TZVPD basis set", "e_tot_ev": -52466.3803, "e_above_lowest_kj_mol": 228.2, "lumo_ev": -0.5, "largest_force_ev_per_a": 1.3, "elements": ["C", "H", "H", "H", "C", "N", "S", "O", "O", "C", "C", "C", "C", "C", "C", "H", "N", "C", "O", "C", "C", "C", "C", "C", "C", "C", "C", "H", "H", "O", "C", "H", "H", "H", "H", "H", "H", "C", "N", "H", "N", "C", "C", "C", "C", "C", "H", "H", "H", "H", "H", "H", "H", "H", "H", "H", "H", "H", "C", "C", "H", "H", "H", "H", "H", "H", "H"], "xyz": [[3.342, -1.415, -1.380], [4.112, -2.068, -1.782], [2.517, -2.026, -1.020], [3.758, -0.867, -0.538], [2.857, -0.466, -2.472], [1.716, 0.312, -2.041], [0.472, 0.545, -3.132], [0.475, 1.868, -3.697], [0.486, -0.565, -4.041], [-0.938, 0.392, -2.052], [-1.890, 1.386, -1.956], [-2.978, 1.210, -1.124], [-3.137, 0.052, -0.352], [-2.110, -0.919, -0.418], [-1.045, -0.753, -1.290], [-0.269, -1.499, -1.354], [-2.065, -2.015, 0.473], [-1.010, -2.325, 1.270], [-0.925, -3.408, 1.813], [0.016, -1.254, 1.487], [1.270, -1.665, 1.795], [2.456, -0.908, 2.092], [3.670, -1.604, 2.220], [4.844, -0.945, 2.482], [4.859, 0.446, 2.638], [3.659, 1.148, 2.530], [2.482, 0.480, 2.261], [1.567, 1.045, 2.195], [3.631, 2.219, 2.654], [6.066, 1.001, 2.889], [6.153, 2.397, 3.063], [7.205, 2.604, 3.250], [5.560, 2.731, 3.920], [5.833, 2.934, 2.165], [5.777, -1.478, 2.576], [3.677, -2.677, 2.101], [1.400, -2.743, 1.804], [-0.423, 0.080, 1.457], [-0.818, 1.160, 1.488], [-2.769, -2.740, 0.422], [-4.184, -0.102, 0.531], [-5.044, -1.263, 0.485], [-6.345, -0.956, -0.270], [-7.067, 0.224, 0.371], [-6.136, 1.433, 0.394], [-4.836, 1.053, 1.109], [-4.129, 1.882, 1.129], [-5.076, 0.791, 2.148], [-6.605, 2.269, 0.914], [-5.925, 1.744, -0.630], [-7.977, 0.456, -0.184], [-7.353, -0.036, 1.393], [-6.981, -1.842, -0.264], [-6.103, -0.716, -1.308], [-4.540, -2.083, -0.024], [-5.279, -1.570, 1.511], [-3.719, 1.991, -1.066], [-1.770, 2.281, -2.546], [1.921, 1.420, -1.135], [2.719, 2.584, -1.720], [2.733, 3.407, -1.010], [3.744, 2.290, -1.929], [2.248, 2.916, -2.641], [0.923, 1.766, -0.854], [2.411, 1.037, -0.235], [3.681, 0.179, -2.799], [2.507, -1.039, -3.332]], "lowdin_charge": [-0.059, 0.078, 0.072, 0.057, -0.246, -0.255, 0.684, -0.286, -0.285, -0.276, -0.038, 0.004, -0.176, -0.189, -0.004, 0.132, 0.147, -0.442, 0.077, -0.125, 0.048, -0.218, -0.029, 0.007, -0.266, -0.002, -0.024, 0.093, 0.109, -0.070, -0.078, 0.095, 0.098, 0.097, 0.122, 0.121, 0.132, -0.196, 0.227, 0.142, -0.091, -0.160, -0.172, -0.207, -0.179, -0.166, 0.122, 0.129, 0.112, 0.105, 0.109, 0.113, 0.111, 0.119, 0.108, 0.131, 0.106, 0.117, -0.248, -0.065, 0.075, 0.067, 0.061, 0.107, 0.096, 0.117, 0.105]}